Below is a cluster of 4 separate species, C4H11NO3 in total, with properties calculated with ωB97M-V with the def2-TZVPD basis set.

Geometry as XYZ:
```
19
C4H11NO3 (ωB97M-V with the def2-TZVPD basis set)
C -0.390 1.188 0.017
C 0.544 2.183 -0.123
N 1.769 1.589 -0.042
C 1.647 0.246 0.203
C 0.305 -0.022 0.277
H -1.454 1.313 0.125
H 0.444 3.252 -0.148
H 2.649 2.060 -0.005
H 2.541 -0.323 0.391
H -0.275 -0.929 0.281
H -2.915 -1.968 -0.182
H -2.013 -1.790 -1.466
O -2.318 -1.381 -0.650
H -0.557 -0.298 3.939
H -0.319 0.072 2.480
O 0.008 0.242 3.377
H 0.773 -2.243 -2.790
H -0.267 -1.116 -2.831
O -0.171 -2.076 -2.852
```

Properties
* HOMO: -8.3 eV
* gap between HOMO and LUMO: 9.04 eV
* strongest force on any atom: 1.12 eV/A
* energy relative to the best compared isomer or geometry (same formula, charge and spin): 1.510 eV